14
Properties=species:S:1:pos:R:3 method="wB97M-V/def2-TZVPD" gap_ev="8.3 / 7.6" e_above_lowest_kj_mol=524.2
H 0.5776 -1.6474 -0.7793
C 1.9085 0.5348 -0.3796
C 0.2181 -1.3154 0.1805
H 1.4863 1.4573 -0.7564
N 0.8001 0.0248 0.4867
H 0.3640 -1.9832 1.0353
H -0.3049 1.9210 0.4543
C -0.3456 0.8201 0.6244
N -1.4979 0.1192 0.2273
N -3.9907 0.4190 -0.3094
H 2.1304 -0.1492 -1.1813
C -2.9202 0.2704 0.0459
N -1.2363 -1.1875 0.1751
H 2.8106 0.7161 0.1765

---

19
Properties=species:S:1:pos:R:3 method="wB97M-V/def2-TZVPD" multiplicity=2 gap_ev="12.0 / 4.5" total_charge=+1 e_above_lowest_kj_mol=34.5
H 0.8860 -0.5484 1.1041
H 1.7997 -1.5523 0.0831
C -0.2939 -1.0581 -0.6236
C 0.7484 -1.3707 0.3978
C -0.3054 2.5287 -1.1563
H -0.8976 1.7693 -1.6642
H -1.3132 2.0913 0.7261
H -0.7360 3.5013 -1.4135
H 1.1685 -3.0015 1.7670
C 0.3392 -2.8114 1.0806
H -0.1725 0.0101 -0.8300
H 0.7069 2.6306 -1.5513
H 0.2566 -3.6050 0.3437
C -0.3215 2.3669 0.3625
H -0.2918 -1.7715 -1.4523
H 0.3031 1.5082 0.6260
H 0.0464 3.2497 0.8717
H -0.6222 -2.6277 1.5513
H -1.3008 -1.3097 -0.2228

---

59
Properties=species:S:1:pos:R:3 method="wB97M-V/def2-TZVPD" multiplicity=2 gap_ev="4.3 / 4.3" total_charge=-2 e_above_lowest_kj_mol=368.8
H -5.2364 -2.3803 -2.3117
H -0.5793 3.0686 3.6871
C -1.6024 1.6517 2.4776
H -3.1843 0.9511 -0.5696
C -1.6990 3.6015 -3.1237
F -0.9802 4.6382 -3.6026
C -1.6011 2.8648 3.3672
F -2.2962 3.0480 -4.1977
C -3.1428 -2.6033 -1.9252
H -1.3981 0.4143 5.0501
C 3.3620 1.0504 2.1052
C -1.8696 0.3958 2.9491
H -1.9520 3.7277 2.8048
C -0.3489 -3.8579 -1.8891
H 1.9377 2.0352 0.8634
C 0.9506 -4.3162 -1.8179
S -1.8467 -1.0138 1.9727
C -4.3368 -1.9212 -1.9258
H -5.2809 -0.0385 -1.4231
C 0.3301 -1.7694 -0.8310
N 1.5585 0.8011 -1.3023
C 3.3051 0.6809 -4.3142
C -0.8334 2.5858 -2.2405
N 5.7588 -0.3787 4.2756
O -0.0534 3.1227 -1.4714
H 4.0843 1.8502 2.0449
C 1.4912 -0.9290 2.1725
H 2.4106 -1.6639 -0.3154
C -0.6731 -2.5827 -1.4052
S -1.2140 2.0305 0.8426
H -2.4616 -0.8956 4.5319
Ru -0.2369 0.1363 -0.3534
H 2.7867 -2.0199 3.4545
N -2.0373 -0.7067 -0.9659
C 3.6450 -0.1070 2.8826
C 2.1744 1.1473 1.4408
C 1.6222 -2.2637 -0.7545
C -1.9857 -1.9837 -1.4471
C -4.3668 -0.6123 -1.4304
H -3.0896 -3.6139 -2.3029
H -2.2219 2.7401 4.2499
C 1.9372 -3.5251 -1.2484
C 3.3645 1.2077 -3.0291
H 0.7144 -1.6836 2.1773
H -1.1085 -4.4867 -2.3365
N 1.2296 0.1781 1.4456
C 4.8057 -0.2484 3.6225
O -1.1027 1.3995 -2.4513
C 2.6383 -1.1129 2.8855
C -3.1943 -0.0580 -0.9671
H -3.0955 0.7488 4.6821
N 5.5079 2.4432 -2.4326
H 1.1969 -5.3010 -2.1996
C 4.5230 1.8935 -2.6791
H 2.9535 -3.8908 -1.2028
N 3.3194 0.2448 -5.3839
C 2.3591 0.9987 -2.1222
C -2.2275 0.1561 4.3926
F -2.7077 4.1527 -2.4040

---

10
Properties=species:S:1:pos:R:3 method="wB97M-V/def2-TZVPD" gap_ev=10.0 e_above_lowest_kj_mol=209.1
O 0.9963 0.1711 0.0603
O 0.7258 1.2018 -1.8626
Cl -1.0799 -1.3855 -1.1221
O 2.6443 0.9549 -1.0093
C -0.9313 -0.6429 1.4580
H -1.1028 0.6781 -0.2972
N 1.4634 0.7710 -1.0443
O -1.7403 -1.4057 1.8659
C -0.8230 -0.2249 -0.0098
H -0.1525 -0.1181 1.9611

---

17
Properties=species:S:1:pos:R:3 method="wB97M-V/def2-TZVPD" smiles="O=C[C@H]1CCC[NH2+]1" gap_ev=11.2 total_charge=+1 e_above_lowest_kj_mol=133.3
H 1.6321 -0.1158 -1.0692
H -1.1811 -1.1976 0.6349
C 1.0583 0.5541 -0.4237
N -0.8694 -0.2409 0.8414
H 1.0482 0.2157 1.7194
H -0.1623 1.9836 -1.5091
C 0.9792 -1.7443 0.6992
O 0.3463 -2.4612 -0.0247
H -1.4591 1.7033 0.2212
H 1.6613 1.4588 -0.3533
H -0.4025 0.3702 -2.1739
H 1.9786 -2.0799 1.0354
C 0.6502 -0.2577 0.8143
C -0.2719 0.9154 -1.2571
H -1.3511 -0.0227 1.7144
C -1.3938 0.7284 -0.2422
H -2.2630 0.1905 -0.6270

---

55
Properties=species:S:1:pos:R:3 method="wB97M-V/def2-TZVPD" multiplicity=2 gap_ev="7.3 / 6.5" e_above_lowest_kj_mol=313.6
H 0.3632 2.4521 3.2595
C 4.6247 -0.2939 -1.2677
H 0.9158 -0.2150 -5.6129
H 1.0212 4.6322 -0.3756
V 0.1634 -0.6808 1.9106
H 0.7755 4.5778 2.0848
C -4.1979 -0.8187 3.2929
H -5.2323 -1.6203 0.1432
C -0.9291 0.6350 -4.9258
C 3.9367 -2.5918 -1.0852
H -1.8858 0.8461 -1.6824
C -4.2004 -1.9438 0.3003
H -3.6751 -1.9273 -0.6580
C 0.4843 2.4625 2.1859
C 2.6229 -2.1797 -0.8925
Se 3.1796 -0.6039 2.5809
C -1.2690 0.6051 -2.5434
C -3.2266 1.0429 0.9680
Se -0.5800 -0.3788 4.1522
H -4.2327 1.4701 0.9640
H -1.4216 -2.6025 1.8996
C 0.8564 3.6872 0.1301
C 0.7510 -0.3099 -3.4769
H 4.1785 -3.6477 -1.0720
H 5.4061 0.4453 -1.4022
H 3.0734 1.1741 -1.0681
H 0.9008 2.5357 -1.6847
H -5.2557 -0.5816 3.1520
C -1.4805 -1.5148 1.7779
H 1.8485 -2.9179 -0.7161
C 0.5896 1.3098 0.0725
C 0.7934 2.5159 -0.6047
C 0.3999 1.2714 1.4604
H -4.1137 -1.7897 3.7855
H 5.9652 -1.9670 -1.4163
H -1.2768 0.8842 -5.9214
C -1.7155 0.9284 -3.8166
Se 1.1722 0.4166 5.5378
O 1.5964 -2.9166 2.3941
H -2.6020 1.6208 1.6505
H -2.8114 1.1318 -0.0398
C 3.3099 0.1165 -1.0831
C -0.0247 -0.0067 -2.3615
C 0.7147 3.6545 1.5217
C 2.2977 -0.8243 -0.8974
H -4.2065 -2.9701 0.6754
H -3.7485 -0.0634 3.9386
H -2.6768 1.4107 -3.9429
H 1.7127 -0.7921 -3.3583
N 1.5910 -1.6996 2.1748
C 0.2986 0.0160 -4.7532
P 0.5403 -0.3700 -0.6572
Te 3.0359 -1.1646 5.0047
Ge -3.2951 -0.8018 1.5731
C 4.9384 -1.6484 -1.2752

---

77
Properties=species:S:1:pos:R:3 method="wB97M-V/def2-TZVPD" gap_ev=8.2 total_charge=+1 e_above_lowest_kj_mol=85.5
H 1.5438 2.3733 0.2035
H -1.2010 -4.4382 -3.0038
C 0.4108 -1.4389 2.6631
N -0.0357 -3.7476 -0.9404
H -4.4255 -1.2840 -0.0207
H -1.2457 1.2040 2.8755
O 4.0326 -1.9458 0.0008
H -3.3376 -2.9354 -3.4201
H 0.8948 -1.7701 4.7212
H -2.9015 1.2346 -1.8648
H 4.6915 1.5219 -5.2186
H -2.1047 -3.0111 -4.6882
N -4.4896 1.9330 -0.1224
H -5.8291 1.7684 1.4999
H 3.4593 3.9098 -0.1272
H 2.5353 1.6595 -3.9750
S 0.4913 0.8702 -1.8316
H -4.3628 2.4470 3.2268
C -4.2094 0.6876 -0.4746
C -3.8696 2.2991 2.2646
H -3.0937 -0.4247 -1.7285
C 3.9312 -1.0495 -2.4977
C 0.2064 -2.0018 3.9172
C 3.5905 2.9911 0.4302
C 4.8253 2.6747 0.9758
H -2.6215 3.9208 2.9562
H -0.4891 2.5794 3.3694
N -1.3905 -3.4753 -2.7852
C 4.4634 0.7977 -4.4482
H -2.0953 -1.6722 -3.5398
H -1.0722 -3.2776 5.0736
H -5.3067 3.3728 1.0785
C -0.8410 -2.9479 -1.6734
O 2.9604 -3.3749 -1.7023
H 5.6633 3.3478 0.8474
C -1.4579 2.7897 1.5739
N -0.7247 2.0148 2.5637
H -0.8257 3.6285 1.2791
H -5.1926 -0.2020 1.0758
C -0.8850 -2.8342 4.1046
N 1.5249 -0.5537 2.5414
H 0.5213 -3.3015 -0.2256
O -1.1095 -1.7684 -1.3421
C 5.1303 -1.1509 -3.1684
H 0.4064 -4.5399 -1.3783
C -1.7340 -3.1063 3.0369
C -4.9549 2.3500 1.2018
C 1.8226 -0.1818 -1.8991
C 2.5162 2.1318 0.6061
C 5.3838 -0.2050 -4.1560
C 3.9198 0.6360 1.8797
H 4.0354 -0.2979 2.4112
H -2.5765 -3.7738 3.1812
H -3.1519 4.0952 1.2968
S 3.2781 -2.0672 -1.2072
C -2.8036 3.3666 2.0343
C 4.9879 1.4940 1.6944
N -4.6619 -0.3431 0.2362
N 1.5341 0.1286 1.5145
O -2.0639 2.4757 -0.7213
C -0.4111 -1.7044 1.5756
C -1.4962 -2.5436 1.7865
H -2.1499 -2.7971 0.9560
H 5.8477 -1.9264 -2.9340
H 5.9566 1.2364 2.1024
C 2.6835 0.9652 1.3373
C -1.7110 1.9442 0.3262
H -3.9448 2.6302 -0.6205
N -3.5239 0.4790 -1.6063
Ga -0.0577 -0.4768 0.0665
N 1.8551 -1.1887 -1.0668
H 6.3147 -0.2506 -4.7058
C 3.0057 -0.0582 -2.7795
C -2.2903 -2.7348 -3.6531
O -1.6191 0.6558 0.4971
C 3.2594 0.8841 -3.7591
H -3.4155 1.3027 2.3024

---

24
Properties=species:S:1:pos:R:3 method="wB97M-V/def2-TZVPD" smiles="C=C(C)C.O.O.O.O" gap_ev=9.5 e_above_lowest_kj_mol=148.6
H 1.6936 2.0525 -2.7808
H -0.8162 1.0670 0.5655
H 1.6947 1.6125 2.8169
O 2.1245 2.3285 2.3239
H 0.0011 -1.7288 2.8171
H 0.2763 -2.6509 0.6273
O 1.6386 1.1530 -2.4363
H 1.5657 0.8911 -0.8072
C -1.0489 -1.0298 1.1155
H -1.9608 0.3233 -0.4622
H 0.9166 0.8139 -3.0078
C -1.5178 0.2126 0.5101
C -0.5871 -0.9517 2.3761
H -1.4159 -3.0026 0.3076
O 1.8448 0.8261 0.1289
H -1.1503 0.0545 -3.8648
H -1.5305 -0.2606 -2.4225
H -2.3421 0.7896 1.0374
C -0.6709 -2.2256 0.2168
H 1.2667 0.2207 0.5992
H 2.1050 1.9685 1.3936
H -0.6450 -1.9295 -0.8118
O -0.9318 -0.5478 -3.1446
H -0.5104 0.0135 2.9022

---

42
Properties=species:S:1:pos:R:3 method="wB97M-V/def2-TZVPD" smiles="C[C@@H](N)C=O.O.O.O.O.O.O.O.O.O.O" gap_ev=10.2 e_above_lowest_kj_mol=0.0
H 3.2309 -0.9349 -2.3541
H -2.7735 -2.5951 -0.3317
H -1.1056 2.5632 2.0181
H 2.1864 2.2730 -1.8383
H 1.2247 -2.5970 1.7499
N 1.1338 -2.1981 0.8238
H -1.4348 -0.2476 4.5430
H -1.4403 0.9646 -0.2525
O -1.8130 -2.5535 -0.4041
H -0.8517 2.3554 -0.5249
O 0.3195 3.3686 0.4689
O 0.5903 0.8600 -2.9425
H 2.3129 0.2631 1.3004
H 0.8063 1.1175 1.6604
O -1.7550 -0.1501 1.0527
O -1.7396 2.3500 2.7218
H 2.0348 -2.1274 0.3700
H -0.6886 -0.3730 -3.0139
O -1.2287 1.5862 -0.9793
H -2.4263 1.8765 2.2274
H -1.0891 0.8616 3.4992
H -1.1511 -1.8248 2.0095
H 1.2584 0.2882 -2.5079
H 0.6887 3.8944 1.1918
H -1.6844 -2.0635 -1.2390
C -0.9232 -0.9898 1.3448
O -0.8270 -0.0238 3.8334
H 2.4088 1.1333 -0.8368
O -1.4025 -0.9809 -2.6946
O 0.7237 -2.7147 -2.0493
H 0.0329 1.2176 -2.2175
H 0.5666 -2.9371 -1.1137
H -2.0422 -0.3655 -2.3142
H 1.8872 -1.5392 -1.8232
O 2.5142 -0.7647 -1.7355
C 0.5150 -0.8737 0.8470
H 1.3365 -0.1788 2.7149
C 1.2958 0.1429 1.6768
H 0.4245 -0.5141 -0.1803
H -0.1296 -2.3420 -2.3399
O 2.3178 2.0933 -0.8991
H 1.0877 2.9067 0.0577

---

45
Properties=species:S:1:pos:R:3 method="wB97M-V/def2-TZVPD" smiles=C[C@H](CO)NCO.O.O.O.O.O.O.O.O.O gap_ev=9.8 e_above_lowest_kj_mol=164.6
H 2.2388 -0.5981 0.3712
H 2.6649 -1.4183 -3.3474
O -0.2923 2.4744 -3.4546
O 1.7318 0.3918 1.6529
O 2.6906 -0.6075 -2.8441
H -2.0972 -1.9548 -1.3961
H 1.3781 -2.6645 -0.3595
H 3.3530 -1.6465 0.2453
H -1.3314 3.8775 -0.7356
H 2.7771 -0.8569 -1.8961
H -1.6329 1.9287 1.9586
H 0.5641 2.7903 -3.7599
O 2.5898 -1.3217 -0.2307
N -0.0513 1.7451 0.6087
O 0.1031 0.0680 -2.3908
H -0.4215 2.8510 -2.5517
O -1.2831 -2.2183 -1.8520
C -2.3453 1.7920 -0.0952
O -0.5394 3.3961 -0.9637
H -0.5726 2.5239 -0.4954
H 0.1806 1.3208 -0.2870
H -0.8112 -1.3960 -2.1291
H 1.6188 -1.5533 4.1363
C 1.0347 1.6450 1.5699
C -1.5309 -0.1315 1.3833
H 0.6349 -3.6465 1.3087
H -2.6106 2.8499 0.0227
H 1.3610 -0.1892 2.3626
H -1.1042 -0.3451 2.3584
H 0.6626 1.8896 2.5629
H -0.0336 -3.0061 -0.9127
H -2.5751 -0.4291 1.3727
C -1.3997 1.3566 1.0534
O 0.6242 -3.7737 2.2921
H 1.0591 -0.0818 -2.6002
H -4.0770 1.1921 0.6303
O 0.9396 -1.3477 3.4861
H 1.7881 2.3550 1.2136
H -0.1140 -4.3960 2.4368
H -1.0291 -0.7598 0.6463
O -3.5586 1.0404 -0.1499
O 0.6888 -3.3755 -0.3459
H -0.1226 0.8874 -2.8850
H 0.7428 -2.2317 3.0691
H -1.8928 1.5739 -1.0597

---

21
Properties=species:S:1:pos:R:3 method="wB97M-V/def2-TZVPD" multiplicity=2 gap_ev="4.1 / 5.1" e_above_lowest_kj_mol=0.0
O 1.3653 -5.7316 -6.2931
Cs 1.9783 1.3449 3.8721
C 2.6859 -5.3581 -6.6824
H 0.4640 -0.3371 -3.0400
O 0.9215 0.0040 -5.5683
O 1.0124 0.7389 -0.6490
H 0.9958 -6.3468 -6.9325
O 3.0679 0.0655 -0.2027
H 3.1861 -4.9708 -4.6138
C 1.3405 0.3073 -3.2389
H 4.3548 -4.3453 -5.7909
O 2.3653 0.0031 -2.2946
H 1.3077 -0.0067 -6.4724
H 2.6550 -4.8133 -7.6403
H 3.2928 -6.2653 -6.8297
C 3.2849 -4.4949 -5.5991
C 2.1160 0.2523 -1.0008
C 1.8728 0.0989 -4.6128
H 2.9321 -0.0638 -4.8239
H 2.8100 -3.4676 -5.5444
H 1.0136 1.3519 -3.1210

---

98
Properties=species:S:1:pos:R:3 method="wB97M-V/def2-TZVPD" gap_ev=9.2
H -0.3084 2.5818 0.2196
C 2.7655 2.6123 4.9682
H 6.3462 2.0641 7.3530
H 4.6422 0.8531 -1.0620
O 4.6990 2.5406 6.2832
H 5.7746 4.4597 7.7988
C -0.1708 0.8632 1.3993
C 4.5716 -5.9148 0.8302
F 2.2362 3.2425 3.9208
O -10.3649 2.1744 -2.3096
O 4.3584 -8.2468 0.1431
H -4.1592 3.7968 -0.2658
N -2.6094 0.0015 -2.3867
N 2.3031 0.5302 -3.8215
N -0.2564 2.2778 1.1752
F 3.4751 -10.5468 -1.3128
H 1.0644 2.3492 -1.9269
O 2.8815 -2.8138 0.8523
H 7.4375 4.2884 7.2083
H 5.7970 -6.9520 -0.6219
O 3.8887 3.6788 -1.5323
C 2.9839 3.1458 -2.0477
H -4.3433 0.8285 -4.1842
H -5.7718 2.8487 -4.1140
O 3.9197 -0.7976 -2.6191
H 6.1615 4.8647 6.1299
H -1.7339 0.2885 -2.8090
H -0.8921 -1.3576 0.1515
F 2.7488 3.3683 -3.3293
H -2.7734 1.8021 -0.3251
O 1.8434 -1.4594 -0.8586
C -9.1945 2.7856 -2.3922
H 5.2873 -5.1183 1.0264
C 2.7309 -9.4763 -1.0059
H 6.0138 -7.4989 1.0346
H 0.3691 2.8256 1.7391
H -1.0537 0.3467 1.0457
H 2.2840 -0.1984 -4.5222
H -0.6826 -1.9853 -1.4589
H -0.1861 0.7388 2.4778
O 3.2873 -0.8853 2.7850
H -9.5838 0.3250 -2.8539
O 0.9196 -3.5703 -0.2583
H 3.8460 -5.5482 0.1062
H 1.3869 -4.3945 -0.4315
C 3.6194 -8.2203 -0.9526
H 2.4477 -3.0462 1.6814
H -10.0730 -0.7432 -0.6306
C 5.2778 -7.1481 0.3151
B 1.8867 -2.5796 -0.0668
C -3.4503 1.1764 -2.2715
C 1.1469 0.1280 0.9930
C 2.4774 0.7949 -1.1704
H -0.3485 0.9936 -1.1707
C -3.4191 2.0188 -1.1627
C -5.0519 3.4700 -2.2035
C 1.9869 2.2605 -1.3651
H 0.2552 -0.1474 -2.3218
F -9.8387 4.5444 -3.8268
O 3.6284 -7.3844 -1.8076
F -10.3293 4.7657 -1.7262
H 6.6831 2.4467 5.6694
C 6.3872 4.1757 6.9427
O -3.2627 -1.0098 -0.4684
H -11.2993 0.3884 -2.4685
F 1.7872 -9.3408 -1.9307
S 3.5629 0.3144 2.0479
O 4.0259 -0.1767 0.5510
C -10.0275 0.3401 -0.7332
H -9.0379 0.6736 -0.4238
H 1.9040 2.7059 -0.3815
C 4.2628 2.9385 5.0994
C -4.3038 1.4814 -3.3271
C -0.9526 -1.0993 -0.8954
C 0.0732 -0.0019 -1.2619
C -5.1039 2.6187 -3.3036
O -8.1141 2.2767 -2.3617
C -10.3166 0.7400 -2.1633
F 2.1404 -9.7005 0.1725
H -10.7563 0.7895 -0.0581
H 3.7133 -1.4693 -3.2726
C 3.8091 0.9014 -0.3695
C -9.4148 4.2972 -2.5801
F -8.2791 4.9622 -2.3860
C -2.3645 -0.7014 -1.2058
F 2.0846 2.9785 6.0593
H 4.0329 -6.1386 1.7517
H -5.6455 4.3676 -2.1546
F 2.5992 1.2952 4.7926
H 3.9411 1.8643 0.1164
O 2.1349 0.9746 1.6183
O 4.9030 3.4443 4.2271
C -4.2170 3.1585 -1.1330
H 1.3837 0.9388 -3.7442
B 2.9100 0.1433 -2.5816
C 1.3849 -0.1522 -0.5055
H 1.1155 -0.7719 1.6088
C 6.1025 2.7451 6.5410